# C26H20N6S2Ti

A molecular structure, C26H20N6S2Ti (ωB97M-V/def2-TZVPD, the OMol25 dataset).

The geometry in ORCA input format:
```
! wB97M-V def2-TZVPD RIJCOSX def2/J DEFGRID3
* xyz 2 1
H 1.5655 -1.2238 3.1865
N 0.7395 -1.7874 0.8754
N 1.0308 -0.4224 -1.9426
H 0.8909 4.0210 -4.4259
C 1.8072 -0.9408 -4.1444
C -2.4610 0.5117 -2.0097
C -1.1140 -2.8225 2.0508
N 0.7921 2.2088 0.5286
C -0.1996 -0.1540 -2.4774
C -1.4121 -0.7831 0.7069
S 2.2261 2.7702 -2.9651
C 0.5721 2.8013 1.6231
C 0.7118 1.9050 2.7741
C -1.7620 0.1408 -4.3019
C 1.1549 0.1373 4.7867
C -2.4807 -2.7544 2.4113
S 3.0948 1.3091 -0.5362
C 1.0634 -3.8637 2.0043
H 0.3768 3.8656 1.6988
N 0.8191 2.7558 -0.7249
H -3.2483 0.7953 -1.3265
H -0.1375 3.0897 -3.3040
C -2.7244 0.4946 -3.4008
C 1.9028 2.3471 -1.3410
C 1.2782 -0.2160 3.4504
C 0.5549 2.3314 4.0750
H -4.2971 -1.6697 2.2294
H -3.3694 0.0588 0.7429
C 1.5265 -2.7866 1.2392
C -0.4615 -0.2028 -3.8530
C -0.2407 -3.8663 2.4306
N 1.0675 0.6359 2.4459
H 1.7433 -4.6627 2.2617
H 2.6332 -1.2722 -4.7565
H -2.9013 -3.5266 3.0418
H -3.7146 0.7593 -3.7448
H 0.6718 1.7338 6.1389
N -0.7692 0.0857 -0.2141
H 0.6622 4.5893 -2.7551
C -2.7249 -0.7328 1.0971
H -0.6144 -4.6734 3.0488
C 0.7811 1.4274 5.1075
H 1.3553 -0.5988 5.5519
H 2.5662 -2.7303 0.9370
H -1.9797 0.1127 -5.3615
C 1.9955 -0.8010 -2.7632
H 0.4314 -0.6971 -5.7608
C -1.2168 0.1792 -1.5545
Ti 1.0752 0.2014 0.1779
H 2.9683 -0.9809 -2.3249
C 0.5929 -0.6240 -4.6924
H 0.2695 3.3548 4.2760
C -3.2534 -1.7254 1.9523
C -0.5873 -1.8178 1.2226
C 0.7491 3.7134 -3.3919
*
```

Kohn-Sham gap   6.79 eV
LUMO energy   -7.183 eV
M   528.49 g/mol
Relative energy (zero: lowest compared OMol25 entry of this formula, charge and spin)   0.913 eV